No. 1
This record from the Open Molecules 2025 dataset describes a structure of composition C38H53N13OPbS. The level of theory is ωB97M-V/def2-TZVPD.

Last column: Mulliken charge in e.
Cartesian coordinates (Å):
Pb -0.621153 -0.270217 0.805847  1.566
C -1.826008 -0.414813 4.111820  -1.008
N -0.635938 0.147210 3.441998  -0.137
C 0.616704 -0.423431 3.965011  -0.684
C 0.756727 -1.817181 3.432558  0.123
N 0.356453 -2.161189 2.231952  0.312
C 0.591623 -3.535205 2.132514  0.045
C 0.284712 -4.439227 1.115077  -0.613
C 0.611699 -5.762618 1.323635  -0.859
C 1.216985 -6.194383 2.518503  -0.565
C 1.503047 -5.315337 3.541931  -1.164
C 1.172344 -3.981975 3.318165  0.694
N 1.258354 -2.855521 4.130175  -0.087
C -2.906123 -0.741549 3.128949  0.040
N -2.732682 -0.752302 1.827546  0.505
C -3.954305 -1.148131 1.270598  -0.109
C -4.327395 -1.329817 -0.059816  -0.657
C -5.626113 -1.728344 -0.298363  -0.745
C -6.535334 -1.939823 0.753713  -0.552
C -6.174334 -1.763434 2.073149  -1.184
C -4.861555 -1.365389 2.302304  1.027
N -4.156946 -1.090992 3.474167  -0.068
H -2.208974 0.265044 4.876262  0.598
H -1.542639 -1.338068 4.622836  0.342
H -0.622547 1.155545 3.549625  0.242
H 0.645272 -0.437602 5.058317  0.476
H 1.449324 0.190826 3.618790  0.129
H -0.240136 -4.125836 0.221406  0.561
H 0.374654 -6.496546 0.565124  0.513
H 1.432276 -7.246038 2.649387  0.465
H 1.938310 -5.652336 4.473030  0.462
H 1.614124 -2.825190 5.073117  0.260
H -3.624132 -1.172633 -0.870334  0.402
H -5.960391 -1.889790 -1.314144  0.478
H -7.543772 -2.252872 0.521088  0.433
H -6.876714 -1.931696 2.878077  0.458
H -4.520444 -1.155718 4.412987  0.271
C 0.303568 1.512175 -3.991545  -0.791
N -1.182501 1.441612 -4.144080  0.038
C -1.770693 2.805013 -4.321079  -0.796
C -1.831184 0.724280 -2.981460  0.378
C -1.433274 -0.725868 -2.945617  0.354
C -1.981088 -1.621138 -3.871220  -0.581
C -1.545986 -2.935603 -3.929684  -1.006
C -0.522427 -3.363594 -3.095318  -0.662
C 0.050384 -2.501248 -2.154626  -0.390
C -0.491883 -1.238755 -2.078163  -0.058
H 0.715174 2.054629 -4.838237  0.401
H 0.702583 0.502792 -3.957259  0.297
H 0.523664 2.028954 -3.058745  0.360
H -1.380732 0.902973 -4.989859  0.429
H -1.573325 3.374631 -3.415918  0.317
H -2.840574 2.712019 -4.488068  0.370
H -1.300922 3.284613 -5.175538  0.384
H -2.907855 0.829259 -3.115303  0.708
H -1.525924 1.260816 -2.083211  -0.932
H -2.763457 -1.284913 -4.545723  0.531
H -1.991695 -3.619500 -4.638899  0.482
H -0.151060 -4.377692 -3.176154  0.494
H 0.891629 -2.893681 -1.587159  0.658
C 2.114699 5.817761 2.092923  -1.314
C 3.272206 5.632370 1.115982  0.881
C 2.884199 6.028848 -0.304546  -1.373
C 3.843580 4.215673 1.195334  -1.116
N 2.843584 3.165620 0.919060  0.593
C 2.137625 2.420576 1.766089  -0.695
N 1.341201 1.636153 1.068310  0.114
N 1.590962 1.920516 -0.228240  0.153
N 2.484171 2.832244 -0.324009  -0.731
H 1.741338 6.840018 2.048759  0.443
H 2.417926 5.629081 3.125151  0.354
H 1.277715 5.153626 1.850903  0.111
H 4.098475 6.271589 1.438286  0.299
H 2.110887 5.371611 -0.709559  0.155
H 3.739917 5.991832 -0.979364  0.388
H 2.500085 7.048383 -0.314771  0.424
H 4.222999 4.013418 2.196451  0.418
H 4.649030 4.068678 0.478402  0.363
H 2.219011 2.494673 2.837660  0.471
C 4.842875 -4.240754 -4.174661  -0.714
N 5.430043 -4.622243 -2.884379  0.198
C 6.490366 -5.424983 -2.724088  0.101
C 6.720396 -5.553473 -1.357515  -0.407
N 5.785177 -4.817981 -0.746136  0.078
C 4.951091 -4.208671 -1.656749  -0.306
S 3.710793 -3.173933 -1.339896  0.030
H 5.365563 -4.781871 -4.956976  0.303
H 4.959596 -3.170044 -4.319814  0.322
H 3.789731 -4.506447 -4.177934  0.318
H 7.025940 -5.860714 -3.552147  0.435
H 7.481262 -6.108802 -0.833419  0.438
H 5.672742 -4.714670 0.253448  0.224
C -0.919625 4.591443 -0.494578  -1.014
N -2.159128 4.174138 0.151065  0.227
C -3.095693 5.243688 0.521291  -1.117
C -2.429510 2.890048 0.363904  0.463
C -3.742939 2.554468 1.013053  -1.110
O -1.630237 1.983517 0.003741  -0.081
H -0.417178 5.333963 0.125182  0.667
H -1.137105 5.053353 -1.459637  0.454
H -0.271558 3.731351 -0.631495  -0.187
H -2.723297 6.178594 0.113293  0.457
H -3.170677 5.347202 1.603237  0.322
H -4.086247 5.063253 0.108895  0.365
H -4.560839 2.753584 0.317081  0.417
H -3.927886 3.157875 1.901199  0.516
H -3.760661 1.500246 1.267085  -0.295

Force components x, y, z for each atom (eV/Å):
-0.02 0.11 0.08
-0.02 0.03 -0.03
0.00 -0.01 -0.20
0.03 -0.02 -0.01
0.03 0.04 0.08
-0.16 -0.04 0.02
-0.04 0.02 -0.07
-0.01 0.02 0.01
0.02 -0.02 0.03
-0.02 0.01 -0.03
0.00 0.01 -0.02
0.05 0.01 0.11
0.01 -0.03 -0.07
-0.01 0.04 0.07
-0.01 -0.08 -0.11
0.09 -0.01 -0.05
0.01 0.02 0.02
-0.02 -0.01 0.03
0.01 0.00 -0.04
0.02 0.00 0.00
-0.05 0.02 0.09
-0.01 -0.01 -0.06
0.01 0.00 0.02
0.01 0.00 0.00
0.00 -0.01 0.08
-0.01 0.05 0.00
0.00 -0.01 0.00
0.05 0.02 -0.02
-0.02 -0.01 0.01
0.01 0.00 -0.01
0.00 0.00 0.00
-0.01 0.00 0.00
0.00 -0.02 0.00
0.00 0.00 0.00
0.00 0.00 0.00
0.00 0.00 0.00
0.00 0.00 0.00
-0.04 0.00 0.01
0.04 0.04 0.03
0.02 -0.04 -0.02
0.00 -0.06 0.06
-0.03 0.08 0.07
-0.07 -0.04 0.01
0.02 0.02 0.02
-0.01 -0.01 -0.04
-0.18 -0.24 -0.15
0.40 -0.17 -0.38
0.01 0.00 0.00
0.00 0.00 0.00
0.00 0.01 0.00
-0.01 -0.01 0.00
-0.01 0.00 0.00
0.00 0.01 0.01
0.00 0.01 0.00
0.00 0.03 -0.02
-0.05 0.01 0.01
0.00 0.00 0.01
0.02 0.00 -0.01
-0.01 0.00 0.00
-0.25 0.41 0.24
0.03 0.02 0.04
-0.12 -0.03 0.01
0.04 0.01 -0.01
0.02 0.01 -0.03
0.09 0.07 -0.03
-0.06 0.13 -0.09
0.12 0.02 0.27
-0.07 -0.10 -0.02
0.02 -0.06 0.02
0.01 0.00 0.00
-0.01 -0.02 -0.01
0.00 0.01 -0.01
-0.01 0.02 -0.01
-0.02 0.02 0.01
-0.01 -0.03 0.00
0.01 0.00 0.00
0.02 -0.04 -0.01
0.00 -0.01 0.00
0.01 -0.03 -0.01
0.04 0.03 0.06
-0.14 0.01 -0.04
0.05 -0.04 0.11
0.03 -0.01 -0.12
-0.09 0.03 0.04
0.24 -0.06 -0.06
0.11 -0.15 -0.02
0.00 0.00 -0.01
0.00 0.00 0.00
0.00 0.00 0.00
0.00 -0.01 0.01
-0.01 -0.02 -0.01
0.01 0.04 0.00
0.00 -0.02 0.04
-0.03 0.04 -0.04
0.01 -0.03 0.00
0.01 0.01 -0.06
0.02 0.01 0.00
-0.13 -0.09 0.22
0.00 0.00 0.00
0.00 0.01 0.00
-0.01 0.00 0.00
0.00 0.00 0.00
0.01 0.01 0.00
0.00 0.00 0.00
0.00 0.01 0.01
0.00 0.00 0.00
0.00 -0.01 0.00

## Properties
orbital gap (spin up / spin down) = 0.1956 / 0.2557 hartree
net charge = +4
energy relative to the best compared isomer or geometry (same formula, charge and spin) = 2.7 kcal/mol

***

No. 2
This record from the Open Molecules 2025 dataset describes a cluster of 3 separate species, C38H54N3O8PS2 in total. The level of theory is ωB97M-V/def2-TZVPD.

Last column: Mulliken charge in e.
Cartesian coordinates (Å):
C -3.677402 2.621376 -0.107305  -0.661
C -4.564213 1.431436 -0.564081  -0.388
C -4.796475 0.494818 0.676844  -0.463
C -4.315989 -0.949145 0.467480  -1.280
C -2.764907 -1.097907 0.379218  -0.212
C -2.242667 -1.185358 -1.090163  0.236
C -1.121095 -2.289280 -1.181671  -0.234
C 0.157843 -1.782882 -1.967779  -1.386
N 1.303543 -1.779858 -1.021731  0.726
C 2.393649 -2.701413 -1.381797  -1.197
C 3.111452 -3.337504 -0.151470  -0.811
C 2.742979 -2.703154 1.203128  0.626
C 3.032303 -3.615843 2.434908  -0.952
C 1.873864 -3.584658 3.476401  -0.476
C 2.225983 -2.821259 4.799086  -0.726
C 1.312673 -1.582059 4.972385  -0.936
C 1.487677 -0.535595 3.841218  -0.259
C 1.726274 -0.503421 -0.745995  -1.200
S 0.647743 0.550714 -0.047906  0.659
S 3.376515 0.084157 -1.054413  -0.220
C 3.624054 1.451729 0.126214  0.285
C 5.022826 2.077768 -0.144492  -0.980
C 4.932763 3.584074 -0.473507  -0.993
C 3.771132 3.914329 -1.391875  0.480
C 3.456648 3.170813 -2.426780  -0.193
C 2.237928 3.620182 -3.205757  -0.207
O 2.163456 3.565394 -4.375191  -0.520
C 1.110500 4.150754 -2.333614  0.469
P -0.663137 3.710704 -2.718954  -0.381
O -0.672416 2.066985 -2.426018  -0.084
O -1.462736 4.360939 -1.400898  -0.348
C 1.423306 4.897330 -1.294606  -0.166
C 2.916706 5.133480 -1.078913  -0.267
O 3.367899 6.147607 -0.674855  -0.549
H -3.929057 2.952389 0.911921  0.277
H -3.820269 3.497056 -0.754814  0.404
H -2.630395 2.292005 -0.091686  -0.115
H -5.522375 1.830594 -0.916272  0.386
H -4.058038 0.818887 -1.320730  0.224
H -4.327610 0.950985 1.561664  0.137
H -5.880843 0.485952 0.883616  0.398
H -4.645683 -1.566307 1.319923  0.413
H -4.795078 -1.359501 -0.433811  0.282
H -2.285225 -0.264161 0.915224  -0.182
H -2.500648 -2.013560 0.926218  0.707
H -1.836293 -0.196732 -1.350428  -0.080
H -3.058338 -1.409921 -1.818535  0.671
H -1.435617 -3.212157 -1.668805  -0.064
H -0.801750 -2.530546 -0.161220  0.131
H -0.073896 -0.779810 -2.348239  0.622
H 0.314637 -2.415444 -2.849918  0.532
H 3.143756 -2.283447 -2.074655  0.436
H 1.933313 -3.526362 -1.941120  0.616
H 4.198112 -3.371549 -0.315921  0.199
H 2.811246 -4.398293 -0.095676  0.498
H 3.348548 -1.785542 1.312279  -0.164
H 1.696946 -2.387348 1.274788  -0.227
H 3.241166 -4.649747 2.120783  0.486
H 3.952181 -3.266603 2.927877  0.385
H 1.588996 -4.619728 3.709816  0.495
H 0.969014 -3.105604 3.074226  0.219
H 1.947183 -3.497286 5.622150  0.292
H 3.287951 -2.551936 4.835546  0.384
H 1.510510 -1.080871 5.932087  0.397
H 0.259529 -1.899721 4.979335  0.364
H 2.519689 -0.492940 3.457319  0.108
H 0.851008 -0.769218 2.974208  -0.134
H 1.204773 0.471645 4.182199  0.421
H 3.619952 1.063398 1.155392  0.460
H 2.800699 2.169717 0.072960  -0.142
H 5.665946 1.918649 0.727755  0.419
H 5.486787 1.570354 -1.005843  0.384
H 4.775451 4.127092 0.473609  0.310
H 5.894617 3.956700 -0.854198  0.408
H 4.017150 2.280340 -2.701805  0.637
H -0.207365 1.933199 -1.573652  -0.320
H -0.984297 4.021885 -0.620348  0.197
H 0.682151 5.318921 -0.615800  0.830
O -3.390226 -3.261766 -2.763096  -0.554
N -3.011796 -4.313880 -3.246391  0.923
O -2.549595 -5.241759 -2.606100  -0.601
C -3.114150 -4.470939 -4.703613  0.087
C -3.599511 -3.421203 -5.465123  -0.184
C -3.673467 -3.563312 -6.841716  -0.553
C -3.267871 -4.748350 -7.441070  -0.380
C -2.792205 -5.796953 -6.664762  -0.464
C -2.713036 -5.660392 -5.287884  -0.399
H -3.916414 -2.496666 -5.002995  0.455
H -4.045003 -2.748245 -7.448622  0.377
H -3.321713 -4.854804 -8.517451  0.383
H -2.479487 -6.720367 -7.134140  0.372
H -2.339320 -6.478150 -4.687877  0.456
O -1.236492 2.370341 1.624923  -0.306
N -1.643574 2.444464 2.770483  1.050
O -2.579141 1.807012 3.213694  -0.603
C -0.954475 3.372356 3.678406  -0.160
C 0.094059 4.138084 3.196637  -0.143
C 0.728009 5.028866 4.048169  -0.709
C 0.313096 5.142637 5.368503  -0.447
C -0.732949 4.361671 5.841662  -0.502
C -1.372876 3.470722 4.993915  -0.421
H 0.420929 4.052106 2.169512  0.549
H 1.544690 5.637456 3.682017  0.427
H 0.806333 5.843225 6.030813  0.395
H -1.052323 4.450158 6.871661  0.390
H -2.188707 2.866999 5.365918  0.469

Force components x, y, z for each atom (eV/Å):
-0.26 -0.17 -0.58
0.38 0.07 1.61
-0.63 0.10 -0.47
0.32 0.19 0.60
-0.94 -0.08 -0.60
0.22 -0.62 0.38
0.50 1.22 -0.73
-2.13 -0.47 0.98
2.26 1.03 -2.33
0.33 -1.26 -0.12
-0.68 -0.38 0.20
0.92 0.09 0.48
-0.25 0.39 -0.13
0.55 0.03 0.31
-1.49 -0.26 -0.14
0.55 0.48 -0.39
-0.19 -0.10 -0.12
-0.68 1.10 1.21
0.04 -0.10 0.23
-0.08 -0.69 0.33
0.27 0.01 0.69
-0.39 0.04 -0.77
-0.13 0.38 0.82
0.92 0.51 0.88
-0.91 0.03 -0.77
0.21 -0.45 2.85
-0.31 -0.22 -2.89
-0.75 -0.92 -0.09
-1.05 -0.12 -0.86
0.50 1.68 0.34
1.69 -0.74 -0.46
1.13 0.39 0.43
-1.38 -2.07 -0.42
0.88 1.73 0.90
-0.09 -0.22 -0.23
0.37 -0.30 0.03
-0.40 0.34 -0.13
0.20 -0.34 -0.21
-0.25 0.52 -0.20
-0.01 -0.34 -0.25
0.29 -0.11 0.04
-0.11 0.23 -0.25
0.16 -0.01 0.20
-0.05 -0.21 -0.19
0.04 0.16 -0.23
0.02 -0.36 -0.11
0.64 0.27 0.83
-0.33 0.16 0.37
0.01 -0.03 -0.30
0.45 -0.16 0.22
0.56 -0.01 0.40
-0.40 0.24 0.22
0.02 0.28 0.14
-0.26 0.28 0.14
0.00 0.31 -0.09
-0.36 -0.14 0.01
0.19 -0.20 -0.43
-0.19 0.27 -0.03
-0.19 -0.19 -0.13
0.07 0.27 0.06
0.30 -0.25 -0.20
0.62 0.21 0.00
-0.22 -0.08 0.13
-0.01 -0.30 -0.15
0.27 -0.01 0.13
-0.20 0.00 0.27
0.18 0.07 0.20
0.08 -0.26 -0.10
-0.21 -0.23 -0.39
0.23 -0.20 -0.24
-0.04 0.06 -0.29
0.02 0.03 0.35
0.03 -0.06 -0.29
-0.29 -0.11 -0.05
-0.16 0.26 -0.32
-0.03 -0.66 -0.21
-0.61 0.24 0.26
0.30 0.22 -0.15
-0.22 -0.64 -0.39
-0.15 0.01 0.13
-0.08 0.18 -0.11
0.02 -0.02 -0.36
-0.09 0.27 0.00
0.05 -0.14 -0.02
0.00 0.00 -0.02
-0.05 0.14 -0.03
0.12 -0.26 0.03
0.06 -0.09 0.14
0.00 0.00 0.05
-0.01 0.00 0.03
0.00 0.01 0.05
-0.03 0.12 0.12
0.17 0.02 0.34
-0.08 -0.13 -0.08
0.24 0.09 -0.06
0.15 0.25 0.18
0.15 0.08 -0.20
-0.05 -0.03 0.11
0.01 0.01 0.02
0.11 0.05 -0.10
-0.18 -0.08 0.21
-0.12 -0.12 0.01
-0.03 -0.03 -0.02
-0.01 -0.02 -0.02
-0.02 -0.03 -0.03
0.00 -0.05 -0.17

## Properties
orbital gap = 0.2878 hartree
structure (SMILES) = CCCCCCCCN(CCCCCCCC)C(=S)SCCCC1=CC(=O)C(P(O)O)=CC1=O.O=[N+]([O-])c1ccccc1.O=[N+]([O-])c1ccccc1

***

| no. | E_tot (hartree) |
| --- | --- |
| 1 | -2856.6851 |
| 2 | -3384.0416 |